This record from the OMol25 dataset describes 3 unconnected molecules or ions with the total composition C4H13NO2 in a non-equilibrium geometry. The level of theory is ωB97M-V/def2-TZVPD.

Calculated values
**Energy above the lowest of the compared OMol25 structures with the same formula, charge and spin**: 38.0 kcal per mole
**HOMO**: -9.028 eV
**Orbital gap**: 0.357 Ha
**SMILES**: C/C=C/CN.O.O
**Multiplicity**: 1
**E**: -9942.5508 eV

Atoms and positions in Å:
1 C -1.10 2.56 -1.45
2 C -0.60 1.72 -0.26
3 C 0.53 1.01 -0.21
4 C 1.29 0.82 1.06
5 N 0.87 -0.38 1.79
6 H -1.34 3.54 -1.08
7 H -0.28 2.70 -2.16
8 H -1.85 2.00 -2.01
9 H -0.83 2.22 0.69
10 H 0.98 0.62 -1.13
11 H 2.33 0.64 0.80
12 H 1.24 1.73 1.67
13 H 1.25 -0.37 2.72
14 H -0.12 -0.55 1.73
15 O -0.68 -1.78 -0.79
16 H -1.27 -1.06 -0.53
17 H -1.15 -2.24 -1.49
18 O 0.29 -4.77 0.35
19 H 0.35 -4.43 -0.55
20 H 0.05 -3.98 0.85

Löwdin population analysis, charges in e, atoms 1 to 2:
1. C -0.095
2. C -0.167

This record from the OMol25 dataset describes 4 unconnected molecules or ions with the total composition C4H13NO2 in a non-equilibrium geometry. The level of theory is ωB97M-V/def2-TZVPD.

Calculated values
**Energy above the lowest of the compared OMol25 structures with the same formula, charge and spin**: 182.4 kcal per mole
**HOMO**: -7.280 eV
**Orbital gap**: 0.111 Ha
**Multiplicity**: 1
**E**: -9936.2879 eV

Atoms and positions in Å:
1 C -0.08 0.25 0.52
2 N -1.01 0.66 1.51
3 C 2.86 -1.81 0.14
4 C 2.76 0.47 -1.10
5 C 3.24 -0.50 -0.17
6 H -0.13 0.84 -0.39
7 H -0.41 -0.78 0.19
8 H 0.99 0.08 0.87
9 H -0.59 1.47 2.03
10 H 2.13 -2.27 -0.55
11 H 3.30 -2.27 1.06
12 H 3.07 1.51 -0.91
13 H 2.00 0.20 -1.84
14 H 3.86 -0.15 0.59
15 H -3.88 -1.37 -1.36
16 H -3.00 0.07 -0.77
17 O -3.14 -0.98 -0.70
18 H -3.46 2.21 -0.15
19 H -1.86 1.00 1.08
20 O -2.80 1.52 -0.15

Löwdin population analysis, charges in e, atoms 1 to 2:
1. C -0.231
2. N 0.011

This record from the OMol25 dataset describes 3 unconnected molecules or ions with the total composition C4H13NO2 in a non-equilibrium geometry. The level of theory is ωB97M-V/def2-TZVPD.

Calculated values
**Energy above the lowest of the compared OMol25 structures with the same formula, charge and spin**: 51.7 kcal per mole
**HOMO**: -9.122 eV
**Orbital gap**: 0.367 Ha
**SMILES**: C=CCNC.O.O
**Multiplicity**: 1
**E**: -9941.9537 eV

Atoms and positions in Å:
1 C 2.33 1.09 -0.37
2 C 1.57 2.17 -0.59
3 C 0.22 1.97 -1.23
4 N -0.79 1.31 -0.41
5 C -1.77 0.51 -1.26
6 H 3.24 1.30 0.19
7 H 2.25 0.16 -0.92
8 H 1.88 3.11 -0.16
9 H -0.17 2.89 -1.70
10 H 0.41 1.25 -2.04
11 H -1.53 1.93 -0.09
12 H -1.48 0.42 -2.31
13 H -1.75 -0.50 -0.83
14 H -2.76 0.96 -1.26
15 O -1.27 -5.14 3.58
16 H -1.43 -4.96 2.68
17 H -0.64 -4.55 3.95
18 O 0.25 -1.50 0.77
19 H 0.24 -0.77 1.39
20 H 1.18 -1.65 0.62

Löwdin population analysis, charges in e, atoms 1 to 2:
1. C -0.011
2. C -0.162

This record from the OMol25 dataset describes 3 unconnected molecules or ions with the total composition C4H13NO2 in a non-equilibrium geometry. The level of theory is ωB97M-V/def2-TZVPD.

Calculated values
**Energy above the lowest of the compared OMol25 structures with the same formula, charge and spin**: 27.8 kcal per mole
**HOMO**: -8.249 eV
**Orbital gap**: 0.324 Ha
**SMILES**: C=C(C)NC.O.O
**Multiplicity**: 1
**E**: -9942.9899 eV

Atoms and positions in Å:
1 C -2.28 0.56 -1.24
2 C -1.19 1.24 -0.92
3 C -1.29 2.67 -0.49
4 N 0.06 0.57 -0.82
5 C 1.26 1.38 -0.91
6 H -3.22 1.07 -1.31
7 H -2.23 -0.51 -1.42
8 H -1.85 3.27 -1.21
9 H -0.33 3.22 -0.47
10 H -1.71 2.73 0.50
11 H 0.10 -0.15 -1.53
12 H 1.49 1.86 0.05
13 H 1.31 2.10 -1.73
14 H 2.12 0.70 -1.02
15 O 2.88 -3.71 2.19
16 H 2.03 -3.24 2.20
17 H 3.43 -3.21 1.58
18 O -0.28 -1.78 1.39
19 H 0.17 -1.00 1.75
20 H -1.20 -1.54 1.29

Löwdin population analysis, charges in e, atoms 1 to 2:
1. C 0.012
2. C -0.427

This record from the OMol25 dataset describes 3 unconnected molecules or ions with the total composition C4H13NO2 in a non-equilibrium geometry. The level of theory is ωB97M-V/def2-TZVPD.

Calculated values
**Energy above the lowest of the compared OMol25 structures with the same formula, charge and spin**: 56.8 kcal per mole
**HOMO**: -7.794 eV
**Orbital gap**: 0.311 Ha
**SMILES**: CC(C)=CN.O.O
**Multiplicity**: 1
**E**: -9941.7324 eV

Atoms and positions in Å:
1 C -1.20 -0.48 0.81
2 C -0.83 0.51 -0.35
3 C -1.71 0.35 -1.56
4 C -0.23 1.66 -0.01
5 N -0.28 2.34 1.27
6 H -2.11 -0.41 1.40
7 H -0.32 -0.58 1.45
8 H -1.27 -1.54 0.24
9 H -1.71 -0.59 -2.07
10 H -1.42 1.10 -2.25
11 H -2.79 0.61 -1.27
12 H 0.18 2.10 -0.91
13 H -0.29 3.23 1.03
14 H -0.99 1.97 1.78
15 O 1.90 -2.20 -1.67
16 H 2.00 -1.49 -0.98
17 H 2.79 -2.57 -1.70
18 O 2.76 -1.30 1.24
19 H 2.88 -0.55 1.87
20 H 2.64 -2.17 1.68

Löwdin population analysis, charges in e, atoms 1 to 2:
1. C -0.087
2. C -0.364

This record from the OMol25 dataset describes 2 unconnected molecules or ions with the total composition C4H13NO2 in a non-equilibrium geometry. The level of theory is ωB97M-V/def2-TZVPD.

Calculated values
**Energy above the lowest of the compared OMol25 structures with the same formula, charge and spin**: 25.6 kcal per mole
**HOMO**: -8.743 eV
**Orbital gap**: 0.347 Ha
**SMILES**: CCCNCO.O
**Multiplicity**: 1
**E**: -9943.0864 eV

Atoms and positions in Å:
1 C -1.36 -1.76 -2.32
2 C -0.56 -1.81 -1.01
3 C 0.37 -0.60 -0.78
4 N -0.03 0.28 0.30
5 C 0.81 0.37 1.42
6 O 0.66 -0.76 2.33
7 H -2.20 -1.08 -2.17
8 H -0.79 -1.50 -3.20
9 H -1.78 -2.74 -2.54
10 H -1.26 -1.78 -0.18
11 H 0.02 -2.74 -0.99
12 H 0.57 -0.09 -1.72
13 H 1.34 -1.02 -0.49
14 H -0.87 0.78 0.08
15 H 0.53 1.25 2.00
16 H 1.84 0.32 1.10
17 H -0.20 -0.60 2.73
18 O 0.28 3.59 -0.08
19 H -0.29 4.14 0.45
20 H 0.79 3.08 0.55

Löwdin population analysis, charges in e, atoms 1 to 2:
1. C -0.121
2. C -0.234